[1]
Below is a 16-piece molecular cluster, C3H37NO16 overall, with properties calculated with wB97M-V/def2-TZVPD.

XYZ file:
```
57
Properties=species:S:1:pos:R:3:nbo_charge:R:1
C -1.7575 -0.1489 1.1944 -0.184
C -0.2471 0.0164 0.6221 -0.597
C -0.2623 0.5717 -0.7723 0.456
O -0.6474 -0.1181 -1.7032 -0.587
N -2.3008 1.1863 1.3473 -0.860
H -1.6337 -0.6751 2.1558 0.174
H -2.3754 -0.8062 0.5428 0.214
H 0.2336 -1.0000 0.7086 0.240
H 0.3722 0.4724 1.3802 0.249
H 0.0346 1.6434 -0.9322 0.124
H -1.9852 1.7988 0.6053 0.369
H -2.0469 1.6810 2.1994 0.356
H 0.6167 3.4476 -0.3360 0.516
H 2.1318 2.9638 -0.0128 0.490
O 1.5518 3.4832 -0.5631 -1.002
H -1.0137 -4.3814 1.2266 0.503
H -1.6283 -4.6799 -0.1378 0.492
O -1.8271 -4.2803 0.7209 -0.968
H 3.2150 1.1272 2.4107 0.489
H 2.6633 0.0300 1.4537 0.501
O 2.5126 0.4744 2.2812 -1.004
H -4.6368 -2.7678 0.9599 0.487
H -2.9909 -2.9927 0.8306 0.522
O -3.7863 -2.4325 0.7019 -1.023
H -1.0989 3.2483 -3.0476 0.512
H -2.4108 2.4261 -2.8125 0.495
O -1.9390 3.2299 -2.5903 -0.974
H 1.3999 2.2512 -3.3104 0.493
H 0.4218 1.7124 -4.3917 0.480
O 0.6378 2.4619 -3.8496 -0.983
H 2.5066 2.7716 -1.9658 0.514
H 3.6862 1.8642 -2.4291 0.490
O 2.7685 1.8468 -2.1662 -0.982
H 2.7291 0.5011 -1.0051 0.492
H 2.4809 -0.9797 -0.4784 0.506
O 2.9869 -0.1726 -0.3749 -1.008
H 0.1257 -3.1884 -2.1782 0.490
H -0.9678 -2.1179 -1.5241 0.517
O -0.3512 -2.8491 -1.4055 -1.000
H 1.8194 3.7624 2.1622 0.495
H 3.3277 3.8226 1.5299 0.481
O 2.7293 3.4384 2.1780 -0.970
H 1.7873 -4.9933 2.3487 0.478
H 1.1995 -3.7522 2.8732 0.505
O 1.0637 -4.3718 2.1177 -0.985
H 0.0422 -1.7706 3.5076 0.482
H 1.4821 -1.5365 3.4250 0.501
O 0.8656 -2.2203 3.7033 -0.955
H -2.0020 4.1232 0.2133 0.495
H -1.4573 3.2478 -0.9069 0.506
O -1.2261 3.5616 -0.0137 -1.008
H -4.0860 -0.8458 -0.5794 0.499
H -3.1474 -1.0614 -1.8011 0.461
O -3.8667 -0.4852 -1.4773 -0.964
H 1.8498 -3.1279 1.0297 0.488
H 1.1589 -3.0513 -0.3180 0.492
O 1.9816 -2.8448 0.1200 -1.001
```

As for the charge: 0. Its HOMO-LUMO gap is 8.845 eV. Its HOMO energy is -8.662 eV. Its energy relative to the best compared isomer or geometry (same formula, charge and spin) is 1.975 eV.

---

[2]
Below is C46H41AsCl3N7O4RuS2 as an isolated structure, with properties calculated with wB97M-V/def2-TZVPD.

XYZ file:
```
105
Properties=species:S:1:pos:R:3:lowdin_spin:R:1
Ru -1.3012 -0.2672 0.3614 4.043
C 0.4462 -2.8571 -4.3030 0.002
O -0.4749 -2.8452 -3.1953 0.003
C -0.4765 -1.8904 -2.3044 0.008
O -1.2658 -1.9381 -1.3617 0.081
N 0.4040 -0.8697 -2.4444 0.007
N 0.2869 0.1976 -1.5641 0.093
H 0.2197 -3.7645 -4.8511 0.000
H 1.4783 -2.8954 -3.9543 0.000
H 0.2859 -1.9996 -4.9584 0.000
H 0.9696 -0.7625 -3.2717 0.002
H -0.2189 0.9770 -1.9782 0.000
H 1.1980 0.4835 -1.2264 0.001
N -1.9910 3.0351 3.0873 0.009
C -2.0139 3.8994 2.0054 0.005
C -2.4082 5.2253 1.8785 0.003
C -2.2961 5.7893 0.6242 0.003
C -1.7863 5.0633 -0.4635 0.001
C -1.4026 3.7454 -0.3355 0.004
C -1.5516 3.1463 0.9147 0.007
N -1.2672 1.8606 1.3586 0.107
C -1.5439 1.8442 2.6549 0.018
C -1.4168 0.6303 3.4366 0.004
C -1.2113 0.4737 4.7729 0.005
S -1.1419 -1.1850 5.1717 0.008
C -1.3760 -1.5806 3.5303 0.011
N -1.5085 -0.5517 2.7399 0.086
H -2.2595 3.2665 4.0316 0.001
H -2.7806 5.7915 2.7221 0.000
H -2.5937 6.8186 0.4781 0.000
H -1.6814 5.5626 -1.4174 0.000
H -0.9993 3.1870 -1.1668 0.000
H -1.0851 1.2372 5.5250 0.001
H -1.4078 -2.6046 3.1882 0.001
O -2.3942 1.0537 -1.1022 0.178
As -4.0253 0.7150 -1.3822 0.011
C -5.1753 1.6956 -0.1943 0.000
C -6.1772 1.0408 0.5160 0.001
C -7.0287 1.7811 1.3218 0.000
C -6.8694 3.1573 1.4167 0.000
C -5.8652 3.8041 0.7064 0.000
C -5.0161 3.0771 -0.1121 0.000
C -4.2689 1.1859 -3.2264 0.005
C -3.3847 0.6225 -4.1439 0.002
C -3.4027 1.0613 -5.4558 0.000
C -4.2860 2.0662 -5.8354 0.002
C -5.1591 2.6249 -4.9132 0.000
C -5.1579 2.1868 -3.5968 0.002
C -4.0974 -1.1502 -0.9182 0.028
C -3.6621 -1.4392 0.3845 0.027
C -3.4654 -2.7714 0.7539 0.035
C -3.7093 -3.7832 -0.1630 -0.003
C -4.1767 -3.4828 -1.4351 0.044
C -4.3611 -2.1569 -1.8237 0.001
H -6.2948 -0.0339 0.4376 0.000
H -7.8304 1.2879 1.8547 0.000
H -7.5344 3.7316 2.0481 0.000
H -5.7551 4.8782 0.7752 0.000
H -4.2307 3.5670 -0.6771 0.000
H -2.6960 -0.1523 -3.8226 0.000
H -2.7301 0.6294 -6.1847 0.000
H -4.2908 2.4145 -6.8595 0.000
H -5.8427 3.4056 -5.2182 0.000
H -5.8441 2.6049 -2.8708 0.000
H -3.6782 -0.6502 1.1411 0.006
H -3.1875 -3.0200 1.7703 0.001
H -3.5631 -4.8159 0.1246 -0.001
H -4.3986 -4.2832 -2.1286 0.002
H -4.7130 -1.9167 -2.8198 -0.001
Cl 10.4809 -3.2729 3.0600 0.000
C 8.8927 -2.8014 2.6203 0.000
C 8.2360 -3.4492 1.5823 0.000
C 6.9564 -3.0565 1.2421 0.000
C 6.3008 -2.0232 1.9050 0.000
C 4.8956 -1.6530 1.4718 0.000
C 3.8594 -2.0724 2.5235 0.001
N 2.5170 -2.0445 1.9521 0.006
C 1.7545 -3.1256 1.5932 0.005
C 0.6267 -2.6283 1.0137 0.012
N 0.7004 -1.2499 1.0201 0.108
C 1.8499 -0.9361 1.5960 0.011
O 4.6864 -0.2670 1.2609 0.000
C 4.9793 0.2109 -0.0529 0.000
C 6.3707 -0.0729 -0.5260 0.000
C 6.6840 -1.0437 -1.4410 0.000
Cl 5.5919 -2.1147 -2.2132 0.000
S 8.3666 -1.1228 -1.7776 0.000
C 8.6705 0.1609 -0.6878 0.000
C 7.5339 0.6232 -0.1039 0.000
C 6.9797 -1.3920 2.9542 0.000
Cl 6.2614 -0.1123 3.8707 0.000
C 8.2635 -1.7742 3.3064 0.000
H 8.7307 -4.2494 1.0494 0.000
H 6.4524 -3.5612 0.4253 0.000
H 4.6739 -2.1925 0.5411 0.000
H 3.9147 -1.3661 3.3487 0.000
H 4.0744 -3.0759 2.8814 0.000
H 2.0631 -4.1433 1.7631 0.000
H -0.2117 -3.1551 0.5849 0.001
H 2.2308 0.0586 1.7611 0.000
H 4.8221 1.2877 0.0101 0.000
H 4.2678 -0.2183 -0.7715 0.000
H 9.6788 0.5185 -0.5521 0.000
H 7.5193 1.4311 0.6146 0.000
H 8.7689 -1.2750 4.1216 0.000
```

As for the charge: +3. Its HOMO-LUMO gap (spin up / spin down) is 6.573 / 3.713 eV. Its HOMO energy (spin up / spin down) is -13.817 / -13.817 eV. Its expectation value of S² is 8.761. Its energy relative to the best compared isomer or geometry (same formula, charge and spin) is 0.409 eV. The multiplicity is 6.